{
  "formula": "C28H84CaN7O11P",
  "method": "ωB97M-V/def2-TZVPD",
  "e_above_lowest_kcal_mol": 0.0,
  "lumo_energy_ev": -15.930,
  "total_charge": 6,
  "gap_ev": 6.20,
  "e_tot_ev": -91017.4289,
  "max_force_ev_per_a": 1.8,
  "symbols": ["Ca", "P", "O", "O", "O", "O", "C", "C", "C", "O", "C", "N", "H", "H", "H", "H", "H", "H", "H", "H", "H", "H", "H", "H", "C", "C", "C", "O", "C", "N", "H", "H", "H", "H", "H", "H", "H", "H", "H", "H", "H", "H", "C", "C", "C", "O", "C", "N", "H", "H", "H", "H", "H", "H", "H", "H", "H", "H", "H", "H", "C", "C", "C", "O", "C", "N", "H", "H", "H", "H", "H", "H", "H", "H", "H", "H", "H", "H", "C", "C", "C", "O", "C", "N", "H", "H", "H", "H", "H", "H", "H", "H", "H", "H", "H", "H", "C", "C", "C", "O", "C", "N", "H", "H", "H", "H", "H", "H", "H", "H", "H", "H", "H", "H", "C", "C", "C", "O", "C", "N", "H", "H", "H", "H", "H", "H", "H", "H", "H", "H", "H", "H"],
  "coordinates": [[0.45207, 1.35493, 2.56429], [-0.02130, -0.10451, 0.57676], [-0.96716, -0.21086, 1.82107], [-0.37770, -0.97661, -0.60176], [1.33681, -0.36049, 1.30955], [0.02397, 1.43539, 0.31334], [-0.01742, -0.64057, -3.97580], [-1.42903, -0.09297, -4.00138], [-2.48156, -1.11362, -4.34614], [-3.69702, -0.40344, -4.30745], [-4.78255, -1.10936, -4.91414], [-1.77765, 0.46064, -2.63544], [-2.78046, 0.66834, -2.62249], [-1.55307, -0.20503, -1.86650], [-1.20333, 1.27800, -2.43657], [0.20933, -0.97226, -4.99164], [0.06951, -1.52112, -3.33655], [0.74428, 0.10129, -3.73182], [-1.44083, 0.68269, -4.76642], [-2.48678, -1.95367, -3.63634], [-2.32005, -1.43162, -5.38136], [-5.71405, -0.60717, -4.66573], [-4.79187, -2.14850, -4.58276], [-4.74198, -1.08267, -6.00659], [-3.22858, 3.08026, 3.26860], [-4.07924, 2.06604, 2.53419], [-5.34959, 2.64309, 1.96978], [-4.97341, 3.64544, 1.04880], [-6.12650, 4.29520, 0.49698], [-3.25451, 1.45534, 1.37153], [-3.88371, 0.92531, 0.76893], [-2.82770, 2.22654, 0.85242], [-2.51805, 0.82161, 1.76655], [-3.74822, 3.33570, 4.19136], [-3.06125, 3.97725, 2.67360], [-2.24354, 2.66721, 3.54827], [-4.24587, 1.17027, 3.13263], [-5.97940, 3.07730, 2.75354], [-5.93259, 1.85686, 1.46796], [-6.68885, 4.75369, 1.31079], [-6.75030, 3.66137, -0.13665], [-5.79604, 5.10558, -0.15327], [-3.89624, -2.92869, 1.56186], [-3.24577, -3.71900, 0.44510], [-3.81975, -3.36193, -0.91842], [-5.08594, -3.87306, -0.92774], [-5.70687, -3.94064, -2.21788], [-1.75762, -3.32888, 0.43628], [-1.58133, -2.34499, 0.15118], [-1.36559, -3.42934, 1.37134], [-1.25742, -3.93296, -0.21792], [-3.80319, -1.84688, 1.42227], [-3.43677, -3.16165, 2.52567], [-4.95448, -3.18523, 1.57750], [-3.29429, -4.79581, 0.59495], [-3.15710, -3.73232, -1.72707], [-3.77861, -2.26267, -1.10174], [-5.74638, -2.93619, -2.65361], [-6.71262, -4.31570, -2.07217], [-5.13745, -4.58290, -2.89365], [3.51477, -1.00201, -2.00029], [3.05935, -2.43824, -1.81677], [4.21001, -3.42417, -1.84327], [5.10312, -2.97856, -0.84094], [6.44367, -3.48523, -0.95721], [2.38742, -2.53813, -0.46634], [1.84339, -1.70308, -0.16845], [1.77831, -3.35045, -0.39588], [3.13621, -2.63013, 0.24480], [3.97672, -0.85471, -2.97615], [4.28728, -0.76067, -1.26521], [2.69554, -0.28233, -1.88197], [2.29430, -2.61986, -2.57152], [4.70554, -3.46850, -2.81661], [3.87232, -4.44066, -1.59682], [6.88218, -3.41199, 0.03281], [7.01432, -2.92242, -1.69857], [6.47501, -4.52830, -1.28220], [3.17194, -1.08593, 5.27327], [2.97349, -1.73784, 3.91710], [3.70446, -3.05620, 3.72863], [3.50196, -3.44785, 2.38513], [3.93868, -4.80110, 2.13632], [1.48641, -1.98475, 3.65873], [0.90522, -1.38394, 4.25145], [1.27234, -1.68767, 2.68873], [1.16773, -2.91112, 3.95873], [2.68951, -1.65027, 6.07792], [2.84716, -0.04369, 5.25017], [4.21377, -1.11373, 5.59820], [3.29645, -1.06440, 3.11793], [3.30487, -3.74747, 4.48428], [4.76970, -2.88286, 3.89879], [3.77735, -4.98364, 1.07470], [3.34357, -5.48023, 2.74722], [4.99927, -4.98623, 2.31602], [-0.81697, 6.26851, 0.58299], [-1.12561, 4.82067, 0.23291], [-2.14858, 4.82546, -0.88584], [-2.50456, 3.53729, -1.33349], [-3.72622, 3.58651, -2.09246], [0.17071, 4.24260, -0.33146], [0.18078, 3.22092, -0.51522], [0.39217, 4.63304, -1.25529], [0.93387, 4.45030, 0.31184], [-0.19569, 6.29625, 1.48749], [-1.70158, 6.82790, 0.88491], [-0.27960, 6.81324, -0.19222], [-1.48294, 4.20458, 1.05654], [-1.76913, 5.42736, -1.72873], [-3.01866, 5.40188, -0.55020], [-3.67688, 4.39572, -2.82681], [-4.57874, 3.76588, -1.43594], [-3.87404, 2.67673, -2.67029], [5.07530, 3.57049, -0.65073], [4.76987, 2.11912, -0.32860], [5.43475, 1.58555, 0.91186], [4.91165, 0.30836, 1.18955], [5.86893, -0.64759, 1.66618], [3.23239, 1.99230, -0.09692], [2.70742, 1.90112, -0.96472], [2.96375, 1.16368, 0.46010], [3.02729, 2.82223, 0.45725], [4.57191, 3.87558, -1.57193], [6.15061, 3.71903, -0.71090], [4.65268, 4.28337, 0.07181], [4.93242, 1.58941, -1.26625], [5.26163, 2.26198, 1.76151], [6.50990, 1.61925, 0.70840], [6.02469, -0.50928, 2.73772], [6.80481, -0.64708, 1.10764], [5.45094, -1.64594, 1.51658]]
}